No. 1
62
Properties=species:S:1:pos:R:3 method="wB97M-V/def2-TZVPD" e_above_lowest_kj_mol=172.31 gap_ev=8.4183 smiles="CCOc1ccc(NC(=S)N2CCC(N(C)CCN3CCOCC3)CC2)cc1" multiplicity=1
C -8.93726 1.74077 -1.43513
H -9.47727 2.67971 -1.51628
H -8.71702 1.36724 -2.43132
H -9.56010 1.01285 -0.92276
C -7.64456 1.95185 -0.66284
H -7.00951 2.68525 -1.17965
O -6.98228 0.70508 -0.58577
C -5.79123 0.63019 0.06443
C -5.20163 -0.63475 0.11414
C -3.99259 -0.83028 0.74262
C -3.32757 0.24285 1.33644
C -3.92351 1.49900 1.30297
C -5.13989 1.69694 0.67509
H -5.56778 2.68671 0.67311
H -3.42951 2.33377 1.77867
N -2.10786 0.10335 2.00828
C -1.23822 -0.95095 2.02041
N -1.09267 -1.70209 0.90181
C -0.27600 -2.89728 0.95475
C 1.17172 -2.60093 0.56969
H 1.74869 -3.52625 0.58827
H 1.59423 -1.91765 1.30740
C 1.21063 -1.97097 -0.83207
N 2.53369 -1.65093 -1.34850
C 3.37569 -0.84989 -0.47557
H 2.74287 -0.25481 0.18223
H 4.02250 -1.48172 0.15305
C 4.23827 0.11697 -1.31124
N 4.98068 1.11685 -0.57581
C 5.99596 0.59475 0.31939
H 6.60034 -0.14055 -0.21529
C 6.88007 1.76072 0.76763
O 6.12427 2.75691 1.41572
C 5.10369 3.23521 0.57151
C 4.17778 2.10244 0.12206
H 3.41981 2.49305 -0.55963
H 3.67962 1.68507 1.01426
H 4.55497 3.98168 1.14846
H 5.54681 3.70864 -0.31764
H 7.62866 1.42767 1.48854
H 7.38145 2.18845 -0.11375
H 5.55922 0.11911 1.21404
H 4.96575 -0.45013 -1.89746
H 3.57865 0.63893 -2.00939
C 3.23782 -2.80436 -1.86577
H 4.13466 -2.46938 -2.38286
H 3.53840 -3.51769 -1.08288
H 2.60493 -3.32196 -2.58515
C 0.30528 -0.73370 -0.85065
C -1.11639 -1.10919 -0.42217
H -1.75217 -0.22518 -0.42960
H -1.53596 -1.84387 -1.11726
H 0.29051 -0.30972 -1.85469
H 0.68508 0.02600 -0.16580
H 0.78243 -2.69448 -1.53838
H -0.32350 -3.30374 1.96609
H -0.70960 -3.62151 0.25659
S -0.39426 -1.22757 3.42048
H -1.99363 0.70703 2.81291
H -3.56679 -1.81970 0.79089
H -5.72325 -1.45983 -0.34381
H -7.86314 2.32601 0.34721

---

No. 2
155
Properties=species:S:1:pos:R:3 method="wB97M-V/def2-TZVPD" e_above_lowest_kj_mol=0.00 gap_ev="7.5505 / 4.6101" s2=3.767 multiplicity=4 total_charge=+1
Pt 3.04010 -5.90956 -4.58549
C 3.09635 -10.39476 -5.24392
C 2.44595 -9.01683 -5.12438
C 0.96667 -9.19991 -4.74217
O 3.17675 -8.11933 -4.30687
H 2.45723 -11.02285 -5.86449
H 3.09512 -10.82483 -4.24234
H 4.11661 -10.36048 -5.62602
H 2.38255 -8.58988 -6.12528
H 0.49717 -9.92118 -5.41107
H 0.33574 -8.31126 -4.76090
H 0.93551 -9.51919 -3.70045
C 3.99130 -6.11594 -8.21506
C 4.90164 -5.23538 -7.34679
C 4.90853 -3.80834 -7.87060
O 4.51475 -5.31402 -6.00986
H 2.95307 -5.81560 -8.07380
H 4.01402 -7.18021 -7.98070
H 4.24779 -6.02146 -9.27023
H 5.93519 -5.55738 -7.47401
H 3.96258 -3.26854 -7.82718
H 5.15146 -3.69900 -8.92755
H 5.50407 -3.14598 -7.24234
C 4.67934 -4.70521 -13.38732
O 3.91942 -4.91341 -14.32416
N 5.39187 -5.71193 -12.83334
C 6.24901 -5.47322 -11.71730
C 5.42735 -7.03417 -13.43910
H 4.86583 -3.73905 -12.89340
H 7.27071 -5.24445 -12.02046
H 6.31597 -6.40273 -11.15194
H 5.81151 -4.62110 -11.19713
H 4.50420 -7.32929 -13.93792
H 6.24853 -7.19514 -14.13756
H 5.55106 -7.73633 -12.61462
C 8.11039 -3.49627 -5.10748
O 8.44890 -2.37750 -5.46707
N 8.87972 -4.43719 -4.42519
C 8.21139 -5.59141 -3.87434
C 10.33364 -4.25781 -4.08970
H 7.12386 -3.94605 -5.29893
H 7.26986 -5.88220 -4.34025
H 8.15401 -5.50521 -2.78926
H 8.79522 -6.46270 -4.17114
H 10.67095 -3.29565 -4.47515
H 10.48686 -4.02838 -3.03521
H 10.93089 -5.11548 -4.39924
C 10.16689 -4.88454 -10.42065
O 10.30424 -5.20159 -11.57925
N 9.47848 -5.54581 -9.47946
C 8.80875 -6.84062 -9.56543
C 9.38379 -4.93306 -8.14183
H 10.58975 -3.95812 -10.00216
H 7.82535 -6.85876 -9.09566
H 9.44537 -7.61000 -9.12853
H 8.74000 -7.16067 -10.60512
H 9.53329 -3.86340 -7.99496
H 8.43825 -5.13270 -7.63765
H 10.09816 -5.30173 -7.40572
C 0.55057 -7.90815 -10.37084
O -0.17175 -7.30571 -9.56988
N 1.60244 -7.37525 -11.01410
C 2.12965 -8.09474 -12.17003
C 2.04117 -6.01556 -10.88784
H 0.37696 -8.95351 -10.66967
H 2.10225 -9.18270 -12.10934
H 3.21343 -7.99488 -12.11032
H 1.69892 -7.79264 -13.12466
H 1.46895 -5.38040 -11.56403
H 1.76452 -5.71616 -9.87694
H 3.12113 -5.90880 -10.98982
C 2.12923 -2.41836 -9.81760
O 1.56492 -3.38969 -9.32532
N 1.53446 -1.19749 -9.97431
C 2.23492 -0.17361 -10.63204
C 0.21026 -1.01464 -9.38910
H 3.14801 -2.52287 -10.22178
H 2.67618 0.46151 -9.86392
H 1.56560 0.46787 -11.20530
H 2.98959 -0.48478 -11.35435
H -0.38231 -1.05829 -10.30291
H -0.11297 -1.72050 -8.62400
H 0.05258 0.02517 -9.10266
C 3.88573 -0.25163 -6.71114
O 3.59961 0.46211 -7.63261
N 4.74680 0.15290 -5.74104
C 4.96685 -0.79096 -4.58586
C 5.34985 1.49953 -5.69769
H 3.54723 -1.29704 -6.64227
H 4.52328 -1.76986 -4.76784
H 4.55874 -0.32479 -3.68907
H 6.04384 -0.88104 -4.44411
H 6.43349 1.55839 -5.79950
H 4.81496 2.15430 -6.38563
H 5.17019 1.93539 -4.71491
C 6.74333 -9.09374 -4.18698
O 7.41630 -9.27583 -3.13602
N 7.30096 -8.94296 -5.39147
C 6.39267 -8.62573 -6.51021
C 8.73410 -9.15524 -5.75574
H 5.64497 -9.06316 -4.25672
H 5.43515 -8.24388 -6.15605
H 6.29920 -9.56843 -7.04936
H 6.74554 -7.89876 -7.24172
H 9.14077 -8.40289 -6.43154
H 9.41606 -9.04975 -4.91200
H 8.87520 -10.19628 -6.04630
C 5.53773 -10.45569 -12.01783
O 4.71126 -9.89609 -12.73952
N 5.80998 -10.15678 -10.73174
C 6.85882 -10.74645 -9.94821
C 5.16629 -9.06409 -9.98535
H 6.14809 -11.26013 -12.45660
H 7.23400 -11.62720 -10.46937
H 6.54183 -11.09250 -8.96441
H 7.64839 -9.99850 -9.87565
H 4.74504 -9.37255 -9.02853
H 5.95943 -8.35630 -9.74439
H 4.42981 -8.59402 -10.63705
C 1.74665 -2.88936 -5.07552
O 2.48472 -3.64855 -4.39610
N 0.99632 -1.91687 -4.51992
C 0.07474 -1.08631 -5.23527
C 1.15204 -1.55746 -3.12719
H 1.71475 -2.89936 -6.17600
H -0.84627 -0.98517 -4.66114
H -0.24677 -1.61474 -6.13276
H 0.56070 -0.16684 -5.56165
H 1.34541 -2.46989 -2.56312
H 2.06836 -0.98668 -2.97664
H 0.28997 -0.99551 -2.76782
C 0.22850 -5.58066 -6.83302
O 0.92124 -5.83966 -5.80969
N -0.97271 -5.04112 -6.78952
C -1.68855 -4.64271 -8.03941
C -1.66513 -4.89658 -5.52435
H 0.61129 -5.76061 -7.84952
H -1.21838 -4.96969 -8.96684
H -1.62093 -3.56545 -8.19116
H -2.74617 -4.90632 -8.03179
H -1.02281 -5.02677 -4.65339
H -2.00274 -3.87559 -5.34629
H -2.51128 -5.58369 -5.52303
C 5.61873 -0.93976 -10.09472
O 5.20921 -1.64157 -11.04277
N 6.72072 -1.10764 -9.39896
C 7.61744 -2.25017 -9.71571
C 7.08326 -0.08803 -8.37754
H 5.03138 -0.09401 -9.70494
H 8.47968 -1.86242 -10.25821
H 7.19404 -2.94350 -10.44243
H 7.89213 -2.95246 -8.92867
H 6.27799 0.48777 -7.92138
H 7.61568 -0.44598 -7.49634
H 7.75039 0.64540 -8.83043

---

No. 3
9
Properties=species:S:1:pos:R:3 method="wB97M-V/def2-TZVPD" e_above_lowest_kj_mol=502.52 gap_ev="6.7008 / 8.0024" multiplicity=1
C -0.42843 -0.34975 0.01543
C 0.12297 -0.97905 -1.02799
C -1.18349 0.87478 -0.09684
F 2.70663 -0.96560 1.36282
S -2.31463 1.18054 1.07615
S 2.57516 0.54376 0.81913
H -0.41474 -0.95484 0.96814
H 0.10229 -0.78153 -2.00361
H -1.16576 1.43169 -1.11321

---

No. 4
103
Properties=species:S:1:pos:R:3 method="wB97M-V/def2-TZVPD" gap_ev=6.2459 multiplicity=1 total_charge=-1
C -4.42431 1.14854 1.53478
C -3.64982 -0.13324 1.57388
C -4.44913 -1.38252 1.89755
C -2.31492 -0.22544 1.35140
C -1.68109 0.33395 0.08889
C -1.87799 -0.59251 -1.12909
C -2.77915 -0.05759 -2.24864
C -4.18252 0.31366 -1.76784
C -2.12603 1.02780 -3.10256
C -1.99047 2.40238 -2.45618
S -2.10846 3.73438 -3.65415
O -0.81642 3.74069 -4.30140
O -3.18832 3.45893 -4.57289
N -2.27137 5.09581 -2.81017
S -3.77316 5.64263 -2.69494
O -4.24939 6.27545 -3.89225
O -3.85871 6.48967 -1.53470
C -4.94090 4.24332 -2.34751
O -4.84556 3.63698 -1.31219
N -5.90131 3.97340 -3.38771
C -6.33605 2.61567 -3.41405
O -6.25476 1.91854 -4.39301
F -6.91147 2.13097 -2.30068
H -3.75309 1.99916 1.58976
H -5.00780 1.26410 0.61926
H -5.10485 1.20350 2.38671
H -3.88558 -2.25153 1.58769
H -5.40147 -1.36540 1.38226
H -4.60514 -1.45206 2.97833
H -1.66798 -0.64058 2.11709
H -0.61158 0.34880 0.29211
H -2.06817 1.34033 -0.04556
H -0.91428 -0.92698 -1.51068
H -2.37740 -1.49206 -0.76442
H -2.93296 -0.90618 -2.91535
H -4.48589 -0.42047 -1.02869
H -4.25032 1.31532 -1.37128
H -4.85369 0.17135 -2.60850
H -2.69108 1.12043 -4.02770
H -1.13066 0.71770 -3.38999
H -1.00981 2.50378 -2.00814
H -2.70686 2.61670 -1.67073
H -6.72753 4.53809 -3.19612
C 1.35103 -0.66815 -3.34374
O 0.88819 -1.46107 -2.54485
N 2.60255 -0.71565 -3.83349
C 3.09159 0.26644 -4.78258
C 3.48300 -1.78182 -3.39350
H 0.76737 0.17712 -3.73750
H 3.39039 -0.22933 -5.70897
H 3.95379 0.78961 -4.36424
H 2.31386 0.99322 -5.00611
H 3.04795 -2.75027 -3.64589
H 3.60843 -1.73644 -2.31032
H 4.45188 -1.68055 -3.87620
C 1.55289 -1.40165 2.86768
O 0.88473 -1.45195 3.88363
N 1.78990 -2.43946 2.05026
C 2.59170 -2.31105 0.84542
C 1.21794 -3.73004 2.38439
H 2.02399 -0.46490 2.52447
H 1.98529 -2.57259 -0.02574
H 3.45099 -2.98130 0.90200
H 2.94455 -1.28772 0.73495
H 0.13100 -3.65137 2.43325
H 1.58128 -4.05550 3.36034
H 1.49724 -4.46053 1.62967
C -6.43633 3.01735 4.41942
O -6.25821 2.09282 3.65100
N -6.11609 4.29302 4.15138
C -6.34802 5.36260 5.09855
C -5.51391 4.60287 2.85899
H -6.88519 2.87812 5.41856
H -7.01900 6.10590 4.66273
H -5.40198 5.84475 5.35348
H -6.79960 4.96965 6.00731
H -6.18753 4.30712 2.05499
H -4.58324 4.04927 2.74242
H -5.31364 5.66852 2.79175
C 6.13057 -3.99982 0.08058
O 5.47208 -4.05766 1.10873
N 6.35000 -5.03142 -0.74620
C 7.14008 -4.89245 -1.95394
C 5.77513 -6.32613 -0.41740
H 6.60505 -3.06289 -0.25619
H 6.53265 -5.14405 -2.82540
H 8.00023 -5.56371 -1.91371
H 7.49498 -3.86941 -2.05463
H 4.68992 -6.24433 -0.35559
H 6.14755 -6.66112 0.55105
H 6.04230 -7.05157 -1.18099
C 7.20250 -1.66972 1.97660
O 7.22485 -0.84184 1.07969
N 7.69178 -1.46742 3.21346
C 7.63124 -2.49382 4.23376
C 8.29353 -0.18321 3.52926
H 6.76840 -2.66902 1.83115
H 7.05615 -2.13457 5.08966
H 8.64071 -2.74912 4.56555
H 7.15203 -3.38664 3.83776
H 7.56355 0.61377 3.38586
H 9.13724 0.00446 2.86396
H 8.63610 -0.18086 4.56089

---

No. 5
6
Properties=species:S:1:pos:R:3 method="wB97M-V/def2-TZVPD" e_above_lowest_kj_mol=245.19 gap_ev="6.1283 / 6.1339" smiles="[PH3]=PBr" multiplicity=1
P 0.38490 -0.35735 0.44256
P -0.24606 0.63863 -1.62938
Br -1.01099 2.72692 -1.07899
H -0.82043 -0.88197 0.52515
H 0.87000 -1.42519 -0.05680
H 0.82256 -0.70104 1.79745

---

No. 6
81
Properties=species:S:1:pos:R:3 method="wB97M-V/def2-TZVPD" e_above_lowest_kj_mol=322.68 gap_ev="6.7181 / 4.1516" multiplicity=1 total_charge=+3
Al 0.18667 0.35319 -2.19967
P 1.55561 0.66821 -0.20704
P -1.03997 2.30526 -2.03792
P 2.23321 -0.31327 -3.31608
H -1.86484 -3.57022 0.84193
C -0.81506 -3.59623 0.69932
C 0.06805 -2.98060 1.52605
H -0.26892 -2.43754 2.40572
C 0.53982 0.67439 1.30465
C 2.42582 2.28274 -0.15154
C 2.89470 -0.45908 0.32060
C -2.80471 1.91963 -2.25694
C -1.08405 3.38210 -0.53419
C -0.68804 3.53310 -3.36165
C 2.86796 -1.94433 -2.76138
C 3.74155 0.72375 -3.22824
C 2.06716 -0.60754 -5.10361
H -0.43082 -4.18439 -0.17562
H 1.15422 -3.04400 1.36357
H 0.13368 -0.33181 1.47017
H -0.29104 1.38565 1.22564
H 1.16231 0.95367 2.16863
H 1.81782 3.08152 -0.59545
H 3.36826 2.21472 -0.70627
H 2.64589 2.54366 0.89412
H 2.56346 -1.50082 0.24987
H 3.15181 -0.24626 1.36902
H 3.80015 -0.32611 -0.28731
H -3.05877 1.97875 -3.32691
H -3.37077 2.68066 -1.70772
H -3.02650 0.92576 -1.85648
H -1.53782 4.34816 -0.80584
H -0.08033 3.57917 -0.13670
H -1.69733 2.91967 0.25275
H -1.11520 4.51273 -3.08912
H -1.12549 3.19837 -4.30726
H 0.39957 3.64683 -3.48362
H 3.19177 -2.52412 -3.62716
H 2.06672 -2.49793 -2.24277
H 3.71354 -1.82553 -2.06983
H 4.31479 0.61288 -4.16054
H 4.37968 0.43553 -2.38642
H 3.45808 1.77806 -3.11878
H 2.77441 -1.37802 -5.42043
H 2.28307 0.33215 -5.64665
H 1.05021 -0.92941 -5.34810
C -1.54766 -1.50446 -3.80538
C -2.63349 -0.87140 -4.41777
C -3.02132 -1.35788 -5.63003
C -2.37546 -2.47817 -6.22622
C -1.34119 -3.08450 -5.54572
C -0.92696 -2.63833 -4.31753
O -0.91176 -1.02740 -2.63131
H -1.16996 0.46322 -2.39409
H -3.09633 -0.01292 -3.92272
H -3.85934 -0.88034 -6.19117
H -2.69847 -2.82861 -7.19676
H -0.80570 -3.96692 -6.00182
H -0.09326 -3.04731 -3.74826
C -3.60455 -1.00466 4.68491
N -3.49654 0.46802 4.55987
C -4.81478 1.06113 4.25565
N -5.42296 0.46712 3.04670
C -5.51953 -1.00229 3.20404
N -4.21156 -1.62876 3.48845
C -3.31282 -1.57282 2.33357
P -2.92174 0.19169 1.83195
C -2.48716 0.80693 3.56018
C -4.69038 0.81635 1.83069
H -4.30920 -1.21053 5.54575
H -2.63740 -1.42160 4.87677
H -4.68528 2.14328 4.09385
H -5.48430 0.87460 5.10621
H -5.92890 -1.42702 2.28459
H -6.18073 -1.20728 4.06788
H -2.38812 -2.12312 2.51953
H -3.80967 -2.05603 1.46635
H -2.39378 1.91985 3.50662
H -1.52509 0.40028 3.84953
H -5.20160 0.38502 0.96396
H -4.66656 1.91280 1.71455

---

no.,electronic energy (eV)
1,-43218.931
2,-88161.826
3,-27541.292
4,-86231.045
5,-88665.811
6,-74886.703